Entry 1:
C48H41BrGeN9O3STi | the ωB97M-V functional and the def2-TZVPD basis

Last column: Löwdin charge in e.
Positions of all 105 atoms, in Å:
Ti 1.052 -0.638 0.046  0.8499
N -1.267 -3.084 4.984  0.1554
C -1.555 -1.806 4.615  -0.0602
N -1.120 -1.243 3.496  0.1660
C -0.227 -1.935 2.798  -0.2417
N 0.037 -1.571 1.497  -0.0724
N -0.850 -0.678 0.849  -0.0429
C -2.103 -1.084 0.792  -0.0196
C -3.257 -0.262 0.744  -0.2429
C -4.327 -0.520 1.657  -0.0177
C -5.498 0.206 1.609  -0.0419
C -5.627 1.154 0.571  -0.0417
C -4.571 1.398 -0.287  -0.0992
N -3.447 0.624 -0.280  0.1179
C 0.369 -3.178 3.221  -0.0932
C 1.493 -3.783 2.692  -0.0061
C 1.720 -5.128 2.925  -0.0263
C 0.774 -5.894 3.612  -0.0101
C -0.288 -5.233 4.223  0.0145
C -0.413 -3.849 4.174  -0.1574
H -1.542 -3.470 5.872  0.1709
H -2.182 -1.289 5.312  0.1415
H -2.271 -2.136 0.986  0.1473
H -4.149 -1.269 2.438  0.1092
H -6.308 0.083 2.348  0.1265
H -6.569 1.745 0.394  0.1341
H -4.591 2.228 -1.002  0.1227
H 2.095 -3.207 2.004  0.0978
H 2.582 -5.570 2.477  0.1127
H 0.812 -6.946 3.696  0.1124
H -1.020 -5.798 4.811  0.1338
O 3.418 2.069 -1.424  0.1029
C 2.800 1.029 -1.505  -0.4067
O 1.390 1.127 -1.138  -0.3330
C 3.318 -0.302 -1.965  -0.1716
C 4.620 -0.218 -2.382  -0.0156
C 5.297 -1.355 -2.783  -0.0378
C 4.687 -2.613 -2.638  -0.0330
C 3.337 -2.682 -2.312  -0.1212
C 2.619 -1.542 -2.041  -0.6090
S 0.865 -1.761 -1.979  0.7112
H 5.101 0.782 -2.355  0.1465
H 6.310 -1.266 -3.212  0.1258
H 5.259 -3.540 -2.732  0.1209
H 2.794 -3.616 -2.305  0.1042
C 4.751 -2.379 2.614  -0.0098
N 4.090 -1.135 2.965  -0.0273
C 4.259 -0.663 4.245  -0.0175
C 3.649 0.468 4.618  0.0085
C 2.769 1.119 3.697  -0.3201
N 2.533 0.626 2.467  0.2056
C 3.133 -0.526 2.132  -0.4084
O 2.741 -1.124 1.065  -0.1313
N 2.106 2.211 4.145  0.1944
H 5.723 -2.412 3.121  0.1021
H 5.000 -2.445 1.507  0.1287
H 4.175 -3.283 2.940  0.0947
H 4.868 -1.252 4.911  0.1454
H 3.812 0.869 5.641  0.1397
H 2.108 2.463 5.130  0.1285
H 1.297 2.560 3.612  0.0967
C 1.792 3.853 -2.696  -0.1599
Ge 0.464 2.584 -1.909  1.0294
C -0.816 2.093 -3.319  -0.2788
C -0.554 2.559 -4.610  -0.1157
C -1.475 2.285 -5.616  -0.0683
C -2.613 1.477 -5.364  -0.0714
C -2.892 1.106 -4.045  -0.0921
C -2.009 1.450 -3.038  -0.1228
C -0.391 3.444 -0.414  -0.1936
C -0.306 2.838 0.834  -0.1098
C -0.623 3.537 2.038  -0.1000
C -0.985 4.854 1.982  -0.0284
C -1.040 5.561 0.744  -0.1419
C -1.023 6.995 0.709  -0.0389
C -0.981 7.704 -0.436  -0.0851
C -1.012 7.013 -1.650  -0.0539
C -0.910 5.610 -1.672  -0.0354
C -0.789 4.836 -0.477  -0.1565
H 1.213 4.627 -3.214  0.0277
H 2.456 3.335 -3.403  0.0414
H 2.380 4.265 -1.892  0.0303
H 0.420 3.009 -4.901  0.1098
H -1.352 2.738 -6.610  0.1141
H -3.259 1.169 -6.187  0.1059
H -3.788 0.522 -3.807  0.1044
H -2.224 1.228 -1.974  0.0669
H 0.105 1.810 0.916  0.0552
H -0.725 2.969 2.965  0.0943
H -1.307 5.420 2.857  0.1198
H -1.166 7.475 1.649  0.1067
H -0.961 8.846 -0.410  0.1427
H -1.103 7.497 -2.636  0.1185
H -0.876 5.081 -2.637  0.0972
Br -2.871 -2.416 -5.877  0.7755
C -2.897 -3.610 -4.424  -0.6759
C -2.160 -4.812 -4.465  -0.1056
C -2.081 -5.562 -3.325  -0.0747
C -2.778 -5.159 -2.209  -0.1831
N -3.584 -4.130 -2.189  0.0578
C -3.681 -3.367 -3.298  -0.1731
H -1.668 -5.090 -5.418  0.1198
H -1.488 -6.476 -3.270  0.1141
H -2.719 -5.721 -1.300  0.0973
H -4.312 -2.518 -3.315  0.0838

The value obtained for the gap between HOMO and LUMO (spin up / spin down) is 0.209 / 0.211 Eh. Its total energy is -230491.94976 eV. As for the charge: +2. The value obtained for the maximum force is 5.031 eV Å⁻¹. Its multiplicity is 2. The calculation puts the HOMO energy (spin up / spin down) at -11.970 / -11.970 eV. For the relative energy (zero: lowest compared OMol25 entry of this formula, charge and spin), the calculation gives 49.5 kcal per mole.


Entry 2:
C48H41BrN9O3STi | the ωB97M-V functional and the def2-TZVPD basis

Last column: Löwdin charge in e.
Positions of all 104 atoms, in Å:
Ti 0.689 -0.595 0.109  1.1716
C 2.200 1.679 -6.379  -0.0404
C 2.006 0.864 -5.132  -0.2752
C 1.759 -0.505 -5.173  -0.0273
C 1.530 -1.220 -4.019  0.0019
C 1.529 -0.616 -2.750  -0.1944
N 1.207 -1.301 -1.593  -0.0529
C 0.730 -2.622 -1.644  -0.2324
C -0.329 -3.014 -2.468  -0.0103
C -0.799 -4.310 -2.459  -0.0033
C -0.233 -5.278 -1.630  -0.2538
C -0.724 -6.697 -1.650  -0.0314
C 0.765 -4.880 -0.756  0.0291
C 1.235 -3.572 -0.743  -0.1217
N 2.198 -3.192 0.230  -0.0401
C 3.088 -3.992 0.844  -0.0144
C 3.786 -3.225 1.749  -0.0109
C 3.244 -1.949 1.622  -0.1154
N 2.277 -1.935 0.709  -0.0089
C 1.943 0.734 -2.704  -0.1214
C 2.108 1.454 -3.884  0.0039
N 2.361 1.332 -1.481  -0.0175
C 3.181 2.400 -1.376  -0.0110
C 3.653 2.455 -0.085  -0.0147
C 3.056 1.373 0.552  -0.1213
N 2.276 0.700 -0.290  -0.0208
H 2.479 1.046 -7.220  0.0814
H 2.979 2.428 -6.236  0.0813
H 1.281 2.207 -6.642  0.0855
H 1.749 -1.027 -6.122  0.1197
H 1.342 -2.282 -4.080  0.1130
H -0.804 -2.266 -3.088  0.1200
H -1.627 -4.571 -3.106  0.1254
H -1.188 -6.927 -2.607  0.0831
H -1.466 -6.857 -0.865  0.0818
H 0.091 -7.401 -1.483  0.0838
H 1.161 -5.593 -0.044  0.1236
H 3.199 -5.035 0.608  0.1341
H 4.561 -3.548 2.419  0.1089
H 3.545 -1.056 2.142  0.1040
H 2.342 2.509 -3.849  0.1129
H 3.397 3.049 -2.202  0.1275
H 4.334 3.178 0.327  0.1164
H 3.156 1.061 1.577  0.1067
N -1.799 1.100 -3.528  0.0942
C -1.857 0.619 -2.264  -0.9016
S -3.171 -0.302 -1.785  0.7073
N -0.737 0.855 -1.544  0.0185
N -0.648 0.789 -0.235  -0.1189
C -1.500 1.072 0.715  -0.1699
C -2.854 1.633 0.583  -0.2314
C -3.894 1.070 1.329  -0.0727
C -5.173 1.588 1.259  -0.0589
C -5.439 2.680 0.444  -0.0667
C -4.417 3.235 -0.310  -0.0625
C -3.135 2.716 -0.246  -0.0429
C -0.949 0.799 2.044  -0.1920
C -1.533 1.280 3.217  0.0253
C -0.946 1.000 4.435  -0.0128
C 0.213 0.239 4.465  -0.0229
C 0.744 -0.193 3.268  -0.0963
N 0.202 0.086 2.082  0.0309
H -2.488 0.768 -4.179  0.0839
H -0.926 1.460 -3.883  0.0883
H -3.698 0.201 1.944  0.1183
H -5.967 1.136 1.838  0.1108
H -6.438 3.091 0.393  0.1084
H -4.618 4.076 -0.960  0.1096
H -2.343 3.157 -0.839  0.1069
H -2.436 1.867 3.161  0.1212
H -1.388 1.369 5.350  0.1215
H 0.700 -0.005 5.398  0.1158
H 1.634 -0.807 3.258  0.1010
C 0.285 4.649 -0.009  0.0041
C 0.919 3.873 1.115  -0.3614
O 0.835 2.659 1.150  0.0330
C 1.682 4.617 2.150  -0.1527
C 1.739 6.009 2.194  -0.0216
C 2.498 6.643 3.165  -0.0640
C 3.219 5.898 4.086  -0.0654
C 3.162 4.511 4.058  -0.0639
C 2.389 3.878 3.103  -0.0230
H -0.028 3.951 -0.785  0.0734
H 0.976 5.377 -0.431  0.0876
H -0.593 5.184 0.358  0.1001
H 1.185 6.609 1.484  0.1115
H 2.526 7.723 3.202  0.1103
H 3.826 6.401 4.827  0.1102
H 3.718 3.931 4.783  0.1076
H 2.309 2.800 3.073  0.1000
Br -6.121 -5.822 1.476  0.7542
C -4.500 -4.843 1.360  -0.6757
C -3.316 -5.439 1.770  -0.1151
C -2.143 -4.709 1.726  -0.0115
C -2.149 -3.403 1.244  -0.1242
C -3.338 -2.832 0.804  -0.0168
C -4.523 -3.544 0.877  -0.1017
C -0.885 -2.627 1.220  -0.5046
O 0.026 -2.853 2.004  0.0787
O -0.782 -1.682 0.313  -0.1377
H -3.318 -6.463 2.117  0.1042
H -1.215 -5.146 2.072  0.1228
H -3.336 -1.827 0.403  0.0452
H -5.456 -3.103 0.556  0.1073

The value obtained for the gap between HOMO and LUMO is 0.225 Eh. Its total energy is -173985.46099 eV. As for the charge: +1. The value obtained for the maximum force is 2.434 eV Å⁻¹. The calculation puts the HOMO energy at -9.636 eV. For the relative energy (zero: lowest compared OMol25 entry of this formula, charge and spin), the calculation gives 25.6 kcal per mole.